(1)
A 2-piece molecular cluster, C5H11NO overall in a non-equilibrium geometry, computed with wB97M-V/def2-TZVPD.

Last column: Mulliken charge in e.
Positions of all 18 atoms, in Å:
H  -2.25  1.64  0.11  0.266
C  0.06  -2.01  0.77  -0.234
H  -1.07  -1.14  -1.73  0.350
C  -0.85  -0.16  -1.33  -0.864
H  1.86  1.04  1.42  0.315
C  0.56  0.37  -1.77  -0.697
H  2.86  0.81  0.30  0.316
N  -0.08  -0.78  0.99  -0.366
C  -1.82  0.85  0.72  -0.942
O  2.27  1.47  0.66  -0.645
C  -1.02  -0.07  0.17  0.667
H  0.57  -2.72  1.42  0.281
H  -0.44  -2.58  -0.04  0.205
H  -2.11  0.74  1.76  0.291
H  0.44  1.44  -1.63  0.322
H  -1.55  0.59  -1.69  0.363
H  0.74  0.02  -2.79  0.344
H  1.33  0.01  -1.10  0.029

Properties
Maximum force: 0.0319 Eh/bohr
DFT total energy: -8899.040 eV
SMILES: C=NC(=C)CC.O
Highest occupied orbital energy: -9.0 eV
Energy above the lowest of the compared OMol25 structures with the same formula, charge and spin: 61.29 kcal per mole
HOMO-LUMO gap: 9.667 eV

***

(2)
One molecule with the formula C22H19FN2O5S in a non-equilibrium geometry, computed with wB97M-V/def2-TZVPD.

Last column: Mulliken charge in e.
Positions of all 50 atoms, in Å:
H  1.86  4.18  0.94  0.328
C  2.08  3.72  -0.02  -0.896
H  -0.20  -3.84  1.30  0.496
C  -2.74  4.91  0.37  -0.530
C  1.98  -2.09  1.66  -1.539
H  3.69  -2.80  -0.36  0.243
C  -1.92  -0.95  -2.69  0.398
O  -0.54  -1.36  2.87  -0.815
H  2.48  4.52  -0.68  0.303
C  0.33  -4.75  -0.55  -0.529
H  -3.72  -0.93  -3.09  0.371
C  -1.64  1.24  2.04  0.316
C  -3.46  4.27  1.39  -0.449
H  -3.14  5.81  -0.09  0.405
H  2.56  0.79  1.08  0.651
O  -1.90  -2.15  -2.78  -0.564
C  -1.53  4.35  -0.04  -0.577
H  -0.60  -5.34  -0.62  0.376
N  -3.12  3.11  1.91  -0.654
C  0.08  -0.60  2.16  1.080
C  0.11  2.50  0.26  0.615
O  -3.07  -0.23  -2.88  -0.450
H  2.87  2.98  0.07  0.269
C  1.33  -4.85  -1.54  0.382
N  1.19  -0.87  1.42  0.199
C  -2.00  2.48  1.49  -0.232
C  2.54  -4.17  -1.42  -0.597
C  -0.69  -0.16  -2.27  -0.079
C  0.36  -0.98  -1.54  -0.638
H  -2.07  -0.35  3.08  0.362
H  -4.36  4.68  1.73  0.475
H  -0.93  4.87  -0.80  0.391
C  1.75  -3.13  0.60  0.515
H  0.71  -1.75  -2.22  0.724
C  0.54  -3.92  0.54  -0.243
C  0.42  1.25  0.83  -0.190
F  1.08  -5.61  -2.64  -0.341
H  3.29  -4.27  -2.18  0.405
H  -0.14  -1.53  -0.73  0.135
C  -1.14  3.12  0.54  0.935
H  1.72  -2.54  2.64  0.461
C  1.63  0.33  0.67  -0.269
C  2.73  -3.34  -0.36  -0.341
S  1.84  0.03  -1.10  -0.245
H  3.06  -1.83  1.70  0.447
O  -2.48  0.54  2.90  -0.699
C  -0.46  0.65  1.72  -0.116
O  0.92  3.10  -0.64  -0.593
H  -1.03  0.56  -1.53  -0.123
H  -0.27  0.37  -3.14  0.428

Properties
Maximum force: 0.0655 Eh/bohr
DFT total energy: -49893.122 eV
SMILES: COc1c2c(c(O)c3ncccc13)C(=O)N(Cc1ccc(F)cc1)[C@H]2SCCC(=O)O
Highest occupied orbital energy: -8.1 eV
HOMO-LUMO gap: 7.851 eV

***

(3)
One molecule with the formula C20H18ClNSSi in a non-equilibrium geometry, computed with wB97M-V/def2-TZVPD.

Last column: Mulliken charge in e.
Positions of all 42 atoms, in Å:
C  -1.51  -1.28  -2.64  -0.833
C  0.00  -0.49  2.59  0.472
C  -2.62  -3.06  2.00  -0.529
Si  0.64  0.55  0.28  0.222
H  -4.40  -0.30  1.23  0.432
H  1.99  0.34  -2.14  0.438
C  -0.53  0.22  -1.04  0.483
C  -1.36  -2.53  2.17  -0.689
H  1.71  3.28  0.75  0.279
H  -0.07  -0.54  3.67  0.553
H  -1.28  2.30  -1.23  0.384
C  1.33  -1.15  2.09  -0.981
H  -1.56  -2.31  -2.99  0.392
C  -1.92  1.15  -2.79  -0.637
C  -3.70  -2.29  1.58  -0.442
C  -3.59  -0.97  1.46  -0.840
C  2.60  1.01  -1.61  -0.274
C  3.59  3.34  -0.41  -0.332
C  2.36  2.80  0.01  -0.664
C  3.75  1.61  -2.04  -0.472
N  1.45  -0.97  0.63  -0.360
H  -2.49  1.99  -3.22  0.349
C  4.29  2.71  -1.43  0.245
H  -0.54  -3.15  2.54  0.265
H  -2.33  0.70  1.63  0.228
C  -1.14  1.36  -1.67  -0.558
C  -2.18  -0.16  -3.17  -0.332
H  -2.96  -0.36  -3.92  0.357
C  -2.36  -0.41  1.72  0.081
H  -4.61  -2.85  1.42  0.417
H  -2.75  -4.08  2.40  0.303
C  -1.24  -1.15  2.07  0.179
Cl  6.04  3.06  -1.70  -0.229
H  4.03  4.22  0.12  0.343
H  1.35  -2.25  2.32  0.398
H  4.18  1.31  -3.03  0.277
C  1.99  1.55  -0.45  0.072
C  -0.70  -1.08  -1.53  0.139
S  -0.01  1.22  2.26  -0.469
H  2.48  -0.85  0.47  0.329
H  -0.15  -1.78  -0.98  0.623
H  2.22  -0.72  2.56  0.383

Properties
Maximum force: 0.0675 Eh/bohr
DFT total energy: -53757.648 eV
SMILES: Clc1ccc([Si@@]2(c3ccccc3)NC[C@H](c3ccccc3)S2)cc1
Highest occupied orbital energy: -8.8 eV
Energy above the lowest of the compared OMol25 structures with the same formula, charge and spin: 11.10 kcal per mole
HOMO-LUMO gap: 9.273 eV

***

(4)
One molecule with the formula C8H14N2O5 in a non-equilibrium geometry, computed with wB97M-V/def2-TZVPD.

Last column: Mulliken charge in e.
Positions of all 29 atoms, in Å:
H  1.68  1.98  -0.20  0.322
H  -0.47  2.89  -1.59  0.134
H  1.30  0.14  1.35  0.429
H  -0.18  2.85  1.74  0.425
H  -0.86  -0.81  -0.07  0.502
O  -1.26  -3.46  1.18  -0.637
H  2.05  -1.76  -2.13  0.399
C  0.21  2.54  0.69  -0.012
N  1.61  2.36  0.84  -0.699
H  -1.48  3.77  -0.23  0.292
H  0.15  -2.67  -0.92  0.310
C  -1.03  -2.25  1.51  0.153
H  1.97  3.38  0.84  0.354
O  -0.26  -0.20  -2.75  -0.467
O  -1.64  -1.77  2.68  -0.530
O  -1.48  0.70  -0.14  -0.583
O  1.27  1.21  -1.98  -0.696
H  0.43  4.47  -0.70  0.246
H  1.29  -2.72  0.36  0.413
H  -1.71  -2.90  3.09  0.455
N  0.18  -0.06  1.19  -0.266
C  -0.38  3.44  -0.53  -0.783
C  0.81  -1.92  -0.21  -0.712
C  0.81  0.04  -1.90  0.709
C  1.62  -1.06  -1.27  -0.594
H  -0.60  0.66  -2.95  0.399
C  -0.46  1.03  0.45  -0.124
C  -0.19  -1.25  0.64  0.262
H  2.63  -0.59  -0.93  0.299

Properties
Maximum force: 0.1361 Eh/bohr
DFT total energy: -21736.443 eV
SMILES: C[C@H](N)C(=O)N[C@@H](CCC(=O)O)C(=O)O
Highest occupied orbital energy: -9.9 eV
Energy above the lowest of the compared OMol25 structures with the same formula, charge and spin: 141.98 kcal per mole
HOMO-LUMO gap: 10.197 eV

***

(5)
One molecule with the formula C5H5N3O3 in a non-equilibrium geometry, computed with wB97M-V/def2-TZVPD.

Last column: Mulliken charge in e.
Positions of all 16 atoms, in Å:
O  -1.65  -0.28  -4.23  -0.512
C  -0.22  1.29  -3.64  0.337
C  0.47  1.30  -1.68  0.179
O  1.83  1.98  -3.26  -0.085
H  -0.27  0.58  1.50  0.282
C  0.30  0.11  0.66  -0.559
O  -2.36  1.70  -3.51  -0.486
C  -0.22  -0.87  -0.37  -0.609
H  -1.40  1.04  -0.64  0.440
N  0.85  1.75  -4.11  -0.253
H  -1.00  -1.62  -0.26  0.298
H  0.69  -1.13  -0.91  0.281
C  -0.36  0.64  -0.66  -0.090
N  -1.50  0.85  -3.82  0.863
N  1.57  1.80  -1.87  -0.371
H  1.36  0.14  0.73  0.285

Properties
Maximum force: 0.1407 Eh/bohr
DFT total energy: -15868.812 eV
Highest occupied orbital energy: -10.1 eV
Energy above the lowest of the compared OMol25 structures with the same formula, charge and spin: 215.36 kcal per mole
HOMO-LUMO gap: 8.819 eV

***

(6)
One molecule with the formula C3H6N2O2 in a non-equilibrium geometry, computed with wB97M-V/def2-TZVPD.

Last column: Mulliken charge in e.
Positions of all 13 atoms, in Å:
N  0.42  -0.17  -0.65  -0.155
H  -0.69  -3.13  0.00  0.228
C  -0.03  1.81  0.83  -0.964
H  0.45  -2.65  -1.16  0.158
O  -0.97  -0.90  1.06  -0.578
N  -0.13  -2.38  -0.38  -0.393
H  0.20  2.87  0.86  0.310
H  -1.08  1.68  1.10  0.278
C  0.31  1.21  -0.50  0.555
H  0.40  1.31  1.70  0.320
C  -0.28  -1.11  0.09  0.580
O  0.50  1.91  -1.47  -0.577
H  0.89  -0.45  -1.49  0.236

Properties
Maximum force: 0.0274 Eh/bohr
DFT total energy: -10284.586 eV
SMILES: CC(=O)NC(N)=O
Highest occupied orbital energy: -10.2 eV
Energy above the lowest of the compared OMol25 structures with the same formula, charge and spin: 4.89 kcal per mole
HOMO-LUMO gap: 10.853 eV